--- a ---
Molecular formula: C6H13NO
Method: DFT, the ωB97M-V functional and the def2-TZVPD basis

```
21
Properties=species:S:1:pos:R:3
H 0.170 -0.498 -1.947
N 1.020 -0.251 -1.430
C 0.849 -0.394 -0.153
C 2.015 -0.135 0.766
C -0.481 -0.832 0.450
C -1.629 0.076 0.016
C -0.756 -2.285 0.080
H 2.908 -0.626 0.368
H 2.200 0.940 0.826
H 1.819 -0.523 1.767
H -0.401 -0.768 1.541
H -1.521 1.068 0.463
H -1.671 0.207 -1.070
H -2.594 -0.327 0.342
H -1.652 -2.651 0.592
H -0.909 -2.405 -0.998
H 0.085 -2.925 0.369
C 0.138 3.087 -0.510
O 0.521 3.058 0.656
H -0.818 3.553 -0.794
H 0.709 2.632 -1.334
```

The charge is 0. The calculation puts the highest occupied orbital energy at -9.758 eV.

---

--- b ---
Molecular formula: C6H13NO
Method: DFT, the ωB97M-V functional and the def2-TZVPD basis

```
21
Properties=species:S:1:pos:R:3
C 1.825 2.412 -0.304
C 0.836 1.682 0.199
C 0.449 0.345 -0.287
C 1.559 -0.612 -0.656
C -0.836 -0.021 -0.349
C -1.973 0.898 -0.002
N -1.226 -1.313 -0.767
H 1.996 3.404 0.077
H 2.456 2.099 -1.129
H 0.323 2.095 1.064
H 2.540 -0.183 -0.468
H 1.476 -1.555 -0.105
H 1.462 -0.922 -1.699
H -2.827 0.773 -0.664
H -2.250 0.758 1.044
H -1.691 1.941 -0.091
H -0.605 -1.693 -1.474
H -2.141 -1.288 -1.200
O -0.263 -2.354 1.946
H -0.322 -2.591 1.014
H -0.402 -1.400 1.887
```

The charge is 0. The calculation puts the highest occupied orbital energy at -8.088 eV.

---

Energies in kcal/mol, measured from the most stable structure: a 5.5; b 0.0.

---

--- a ---
Molecular formula: C33H24N7O7ReS2
Method: DFT, the ωB97M-V functional and the def2-TZVPD basis

```
74
Properties=species:S:1:pos:R:3
Re -0.432 -0.247 0.223
C -0.842 3.594 -1.923
C -0.913 2.518 -0.881
N -0.207 1.423 -1.051
N 0.506 1.424 -2.252
C 1.416 0.529 -2.420
S 1.906 -0.721 -1.337
S 2.299 0.521 -3.944
C 2.268 2.283 -4.416
C 3.331 3.058 -3.692
C 4.617 3.133 -4.217
C 5.618 3.817 -3.544
C 5.345 4.437 -2.333
C 4.065 4.371 -1.803
C 3.066 3.685 -2.478
C -1.762 2.737 0.291
C -2.801 3.686 0.244
C -3.572 3.966 1.349
C -3.304 3.328 2.559
C -2.304 2.384 2.642
C -1.561 2.058 1.509
O -0.631 1.097 1.622
H 0.189 3.775 -2.210
H -1.277 4.519 -1.569
H -1.356 3.263 -2.828
H 1.266 2.666 -4.241
H 2.450 2.280 -5.491
H 4.837 2.653 -5.163
H 6.611 3.872 -3.971
H 6.123 4.980 -1.814
H 3.839 4.870 -0.869
H 2.068 3.639 -2.058
H -3.026 4.186 -0.685
H -4.377 4.683 1.277
H -3.893 3.563 3.436
H -2.091 1.864 3.566
O -4.809 -2.550 -3.134
C -3.667 -3.146 -3.444
O -3.591 -4.042 -4.237
C -2.437 -2.689 -2.726
C -1.177 -3.219 -2.959
N -0.318 -2.602 -2.142
N -0.931 -1.677 -1.396
C -2.216 -1.721 -1.745
C -3.078 -0.744 -1.039
O -4.262 -0.623 -1.269
O -2.412 -0.051 -0.154
H -4.707 -1.854 -2.447
H -0.870 -3.977 -3.660
H 0.699 -2.612 -2.128
O -0.160 -4.731 5.872
N 0.756 -3.936 5.848
O 1.639 -3.872 6.669
C 0.844 -3.009 4.687
C 1.958 -2.250 4.635
C 2.174 -1.331 3.565
C 3.304 -0.497 3.485
C 3.413 0.368 2.429
C 2.419 0.374 1.445
N 1.364 -0.423 1.490
C 1.220 -1.241 2.556
C 0.026 -2.031 2.627
N -0.869 -1.840 1.619
C -1.998 -2.533 1.626
C -2.298 -3.445 2.633
C -1.412 -3.646 3.659
C -0.196 -2.929 3.683
H 2.697 -2.347 5.418
H 4.063 -0.542 4.256
H 4.253 1.038 2.327
H 2.491 1.030 0.589
H -2.690 -2.356 0.818
H -3.234 -3.982 2.597
H -1.640 -4.345 4.445
```

The charge is +1. The calculation puts the highest occupied orbital energy (spin up / spin down) at -10.362 / -10.917 eV. The spin multiplicity is 4.

---

--- b ---
Molecular formula: C33H24N7O7ReS2
Method: DFT, the ωB97M-V functional and the def2-TZVPD basis

```
74
Properties=species:S:1:pos:R:3
Re -0.444 -0.363 0.604
C -0.808 3.272 -1.860
C -0.974 2.303 -0.730
N -0.290 1.193 -0.758
N 0.579 1.016 -1.844
C 1.604 0.294 -1.564
S 1.907 -0.380 0.037
S 2.802 -0.127 -2.751
C 2.300 0.857 -4.201
C 2.992 2.189 -4.302
C 3.654 2.536 -5.474
C 4.268 3.776 -5.595
C 4.229 4.676 -4.542
C 3.579 4.331 -3.364
C 2.965 3.095 -3.246
C -1.837 2.615 0.401
C -2.849 3.583 0.261
C -3.625 3.972 1.326
C -3.384 3.423 2.586
C -2.405 2.470 2.757
C -1.650 2.030 1.671
O -0.740 1.071 1.897
H 0.250 3.462 -2.029
H -1.305 4.213 -1.663
H -1.191 2.833 -2.783
H 1.217 0.956 -4.147
H 2.541 0.235 -5.062
H 3.687 1.836 -6.300
H 4.779 4.034 -6.513
H 4.710 5.640 -4.634
H 3.554 5.027 -2.536
H 2.473 2.819 -2.320
H -3.045 4.017 -0.708
H -4.410 4.701 1.187
H -3.976 3.738 3.435
H -2.215 2.022 3.723
O -4.071 -1.928 -3.758
C -2.882 -2.476 -3.940
O -2.601 -3.134 -4.903
C -1.852 -2.263 -2.873
C -0.569 -2.777 -2.958
N 0.095 -2.407 -1.856
N -0.684 -1.678 -1.052
C -1.870 -1.576 -1.655
C -2.897 -0.769 -0.916
O -4.010 -0.609 -1.369
O -2.474 -0.310 0.232
H -4.134 -1.407 -2.922
H -0.120 -3.376 -3.733
H 1.077 -2.512 -1.632
O -0.256 -6.352 4.883
N 0.076 -5.393 5.551
O 0.285 -5.400 6.741
C 0.286 -4.115 4.838
C 1.259 -3.321 5.314
C 1.575 -2.104 4.636
C 2.570 -1.217 5.084
C 2.803 -0.063 4.381
C 2.057 0.178 3.220
N 1.137 -0.652 2.782
C 0.875 -1.764 3.476
C -0.208 -2.596 3.001
N -0.924 -2.168 1.920
C -1.971 -2.898 1.555
C -2.362 -4.068 2.197
C -1.635 -4.524 3.262
C -0.519 -3.780 3.688
H 1.804 -3.611 6.202
H 3.133 -1.451 5.979
H 3.550 0.650 4.700
H 2.220 1.071 2.628
H -2.554 -2.539 0.725
H -3.236 -4.595 1.843
H -1.913 -5.434 3.769
```

The charge is +1. The calculation puts the highest occupied orbital energy (spin up / spin down) at -10.827 / -11.211 eV. The spin multiplicity is 4.

---

Energies in kcal/mol, measured from the most stable structure: a 13.7; b 0.0.

---

--- a ---
Molecular formula: C3H3NO2S
Method: DFT, the ωB97M-V functional and the def2-TZVPD basis

```
10
Properties=species:S:1:pos:R:3
C -0.923 1.565 0.211
C -2.486 -0.252 0.056
C 0.293 -0.812 -0.040
N -2.053 0.866 -0.002
O -3.142 -1.215 0.030
O 1.246 -1.752 0.168
S 0.607 0.822 0.050
H -0.945 2.608 -0.044
H -0.615 -1.205 -0.456
H 2.069 -1.346 0.467
```

The charge is 0. The calculation puts the highest occupied orbital energy (spin up / spin down) at -7.244 / -7.312 eV.

---

--- b ---
Molecular formula: C3H3NO2S
Method: DFT, the ωB97M-V functional and the def2-TZVPD basis

```
10
Properties=species:S:1:pos:R:3
C -1.531 -0.340 -2.005
C -0.172 -0.615 0.871
C 0.950 -0.834 0.248
N -1.547 -1.229 -1.174
O -1.105 0.518 -2.710
O -2.729 -0.859 1.184
S -1.461 -0.582 1.860
H 1.640 -1.666 0.252
H 1.512 0.051 -0.294
H -2.209 -1.777 -0.654
```

The charge is 0. The calculation puts the highest occupied orbital energy (spin up / spin down) at -9.613 / -9.612 eV.

---

--- c ---
Molecular formula: C3H3NO2S
Method: DFT, the ωB97M-V functional and the def2-TZVPD basis

```
10
Properties=species:S:1:pos:R:3
O 2.062 -0.525 0.139
C 0.893 -0.575 -0.030
N 0.011 -1.663 0.045
C -1.197 -1.380 0.173
S -1.772 0.228 0.070
C 0.090 0.737 -0.348
O 0.377 1.776 0.552
H -1.817 -2.080 0.547
H 0.236 1.266 -1.309
H 1.117 2.215 0.162
```

The charge is 0. The calculation puts the highest occupied orbital energy at -9.685 eV.

---

Energies in kcal/mol, measured from the most stable structure: a 37.8; b 44.3; c 0.0.